Entry 1:
Density functional theory data (the ωB97M-V functional and the def2-TZVPD basis) for C50H49MnN6S2Sb as an isolated structure at a distorted geometry.

Element x y z (Å)
Mn1 0.34 0.31 0.39
C1 4.64 1.07 -0.13
C2 3.28 1.24 0.13
N1 2.39 0.28 -0.08
C3 2.80 -0.92 -0.57
C4 4.16 -1.18 -0.84
C5 5.08 -0.14 -0.61
C6 4.55 -2.47 -1.30
C7 3.59 -3.43 -1.44
C8 2.23 -3.17 -1.20
C9 1.79 -1.91 -0.80
N2 0.52 -1.49 -0.53
C10 -0.60 -2.28 -0.64
C11 -0.89 -3.28 -1.56
C12 -2.13 -3.94 -1.53
C13 -3.09 -3.65 -0.61
C14 -2.86 -2.63 0.34
C15 -3.80 -2.24 1.31
C16 -3.50 -1.23 2.18
C17 -2.25 -0.58 2.06
N3 -1.36 -0.92 1.16
C18 -1.63 -1.94 0.31
H1 5.33 1.88 0.05
H2 2.89 2.17 0.52
H3 6.14 -0.31 -0.81
H4 5.59 -2.67 -1.50
H5 3.87 -4.42 -1.76
H6 1.52 -3.98 -1.32
H7 -0.17 -3.53 -2.33
H8 -2.31 -4.71 -2.27
H9 -4.04 -4.18 -0.60
H10 -4.76 -2.74 1.36
H11 -4.19 -0.91 2.95
H12 -1.98 0.24 2.72
S1 1.86 0.54 4.74
C19 1.82 -1.16 4.40
C20 2.16 -2.23 5.22
C21 2.04 -3.51 4.71
C22 1.58 -3.72 3.40
C23 1.24 -2.66 2.58
C24 1.37 -1.36 3.09
N4 1.07 -0.20 2.40
C25 1.27 0.86 3.13
C26 1.02 2.18 2.57
C27 1.35 3.35 3.26
C28 1.16 4.57 2.65
C29 0.63 4.61 1.36
C30 0.30 3.43 0.70
C31 0.47 2.16 1.27
H13 2.52 -2.07 6.23
H14 2.30 -4.36 5.33
H15 1.49 -4.73 3.02
H16 0.89 -2.80 1.57
H17 1.77 3.30 4.26
H18 1.42 5.49 3.17
H19 0.49 5.57 0.87
H20 -0.10 3.51 -0.31
S2 -5.58 2.31 -2.66
C32 -4.06 1.80 -1.86
C33 -3.27 0.80 -2.42
C34 -2.09 0.46 -1.79
N5 -1.66 1.04 -0.67
C35 -2.44 1.96 -0.11
C36 -3.65 2.37 -0.66
C37 -4.91 3.66 -3.62
C38 -4.59 3.48 -4.96
C39 -4.09 4.56 -5.67
N6 -3.90 5.77 -5.13
C40 -4.21 5.92 -3.85
C41 -4.72 4.91 -3.05
H21 -3.57 0.31 -3.34
H22 -1.45 -0.31 -2.20
H23 -2.08 2.40 0.81
H24 -4.25 3.13 -0.17
H25 -4.73 2.52 -5.43
H26 -3.83 4.45 -6.71
H27 -4.05 6.91 -3.44
H28 -4.97 5.10 -2.02
C42 2.69 4.00 -2.54
C43 2.85 2.62 -3.18
C44 3.45 2.72 -4.58
Sb1 1.00 1.49 -2.97
C45 -0.43 2.70 -4.10
C46 0.04 3.28 -5.43
C47 -1.02 3.79 -3.21
C48 1.38 0.06 -4.56
C49 0.14 -0.79 -4.81
C50 2.58 -0.82 -4.22
H29 3.66 4.50 -2.45
H30 2.26 3.94 -1.54
H31 2.05 4.64 -3.15
H32 3.54 2.04 -2.56
H33 2.80 3.26 -5.26
H34 3.64 1.74 -5.02
H35 4.40 3.26 -4.54
H36 -1.23 1.97 -4.30
H37 0.76 4.08 -5.27
H38 -0.80 3.70 -5.98
H39 0.51 2.53 -6.06
H40 -0.27 4.53 -2.93
H41 -1.45 3.39 -2.29
H42 -1.81 4.33 -3.74
H43 1.61 0.64 -5.46
H44 -0.14 -1.35 -3.91
H45 0.32 -1.52 -5.60
H46 -0.72 -0.18 -5.11
H47 2.36 -1.47 -3.37
H48 3.47 -0.24 -3.96
H49 2.84 -1.46 -5.06

Properties
- Relative energy (zero: lowest compared OMol25 entry of this formula, charge and spin): 8.5 kcal per mole
- Multiplicity: 2
- HOMO level (spin up / spin down): -6.468 / -6.393 eV
- Kohn-Sham gap (spin up / spin down): 6.40 / 6.34 eV
- E_tot: -4450.903863 Ha

Atom charges from the Mulliken analysis, given in e for atoms 1 to 5:
1 Mn 0.638
2 C -1.110
3 C -0.432
4 N 1.308
5 C -0.924

Entry 2:
Density functional theory data (the ωB97M-V functional and the def2-TZVPD basis) for C50H49N3OP2STeV as an isolated structure at a distorted geometry.

Element x y z (Å)
V1 14.50 11.14 11.82
C1 14.33 7.55 15.86
C2 12.82 8.08 15.80
C3 11.82 7.68 16.91
C4 13.06 9.85 16.04
C5 13.01 10.25 17.26
C6 13.48 11.61 17.36
C7 13.70 12.40 16.27
C8 13.73 11.95 15.04
P1 14.49 12.84 13.64
C9 16.04 13.45 14.59
C10 16.39 14.85 14.51
C11 17.59 15.19 15.22
C12 18.23 14.39 16.12
C13 17.67 13.01 16.38
C14 16.56 12.64 15.58
C15 13.92 14.42 13.13
C16 13.01 15.35 13.82
C17 12.74 16.58 13.14
C18 13.34 16.88 11.93
C19 14.14 16.04 11.29
C20 14.41 14.81 11.85
C21 13.47 10.41 14.95
O1 13.72 9.88 13.72
C22 12.94 8.71 13.38
C23 12.98 8.27 12.04
C24 12.29 6.95 11.65
C25 11.85 6.18 12.78
C26 11.81 6.70 14.09
C27 12.44 7.92 14.46
P2 13.70 9.16 10.71
C28 12.26 9.48 9.63
C29 11.19 8.76 9.37
C30 10.13 9.25 8.56
C31 10.29 10.52 7.90
C32 11.59 11.21 8.02
C33 12.46 10.73 8.96
C34 14.56 7.87 9.75
C35 14.86 8.05 8.11
C36 15.91 7.43 7.59
C37 16.64 6.41 8.34
C38 16.25 6.11 9.67
C39 15.33 6.79 10.39
H1 14.43 7.46 16.91
H2 15.46 8.35 15.64
H3 14.18 6.43 15.62
H4 12.65 7.49 18.36
H5 11.37 6.35 16.55
H6 11.01 8.12 17.24
H7 12.58 9.65 18.21
H8 13.77 12.32 18.54
H9 13.62 13.43 16.67
H10 16.11 15.53 13.60
H11 17.81 16.17 15.18
H12 18.98 14.65 16.82
H13 17.93 12.35 17.42
H14 16.43 11.58 15.39
H15 12.34 15.10 14.49
H16 11.73 17.02 13.90
H17 13.28 17.98 11.88
H18 14.56 16.35 10.33
H19 14.98 14.13 11.50
H20 12.20 6.66 10.65
H21 11.62 5.20 12.60
H22 11.55 6.10 14.80
H23 10.84 7.71 9.76
H24 9.33 8.58 8.37
H25 9.44 11.13 7.30
H26 11.90 12.04 7.36
H27 13.25 11.18 8.99
H28 14.10 8.81 7.61
H29 16.28 7.88 6.57
H30 17.45 5.70 7.83
H31 16.61 5.03 10.11
H32 15.18 6.87 11.64
N1 15.07 12.07 10.53
C40 15.21 12.59 9.30
C41 16.61 12.36 8.52
C42 16.81 12.96 7.36
C43 15.83 13.73 6.60
C44 14.48 14.02 7.37
C45 14.36 13.36 8.59
H33 17.29 11.67 8.90
H34 17.92 12.93 6.65
H35 16.03 14.10 5.72
H36 13.82 14.72 6.63
H37 13.24 13.46 8.87
Te1 11.93 11.81 11.84
C46 19.58 7.72 12.01
C47 20.04 8.92 12.77
N2 18.98 9.74 13.28
C48 18.03 10.32 12.57
S1 16.44 9.96 12.99
N3 18.24 11.27 11.80
C49 19.57 11.80 11.66
C50 19.80 13.43 11.49
H38 20.18 6.75 11.76
H39 18.78 8.02 10.96
H40 18.83 7.45 12.65
H41 20.83 9.57 12.08
H42 20.68 8.37 13.20
H43 18.64 9.32 13.97
H44 17.47 11.69 11.27
H45 20.18 11.29 11.01
H46 20.41 11.72 12.41
H47 19.23 13.95 10.60
H48 20.77 13.64 11.53
H49 19.42 13.67 12.76

Properties
- Relative energy (zero: lowest compared OMol25 entry of this formula, charge and spin): 687.7 kcal per mole
- Multiplicity: 2
- HOMO level (spin up / spin down): -5.454 / -5.374 eV
- Kohn-Sham gap (spin up / spin down): 5.25 / 5.46 eV
- E_tot: -4466.053002 Ha

Atom charges from the Mulliken analysis, given in e for atoms 1 to 5:
1 V 1.178
2 C -1.275
3 C 1.820
4 C -1.394
5 C 0.653

Entry 3:
Density functional theory data (the ωB97M-V functional and the def2-TZVPD basis) for C50H50AgNP2S2Si as an isolated structure at a distorted geometry.

Element x y z (Å)
Ag1 -0.67 -1.26 0.52
C1 1.75 -3.17 -2.01
Si1 1.20 -1.50 -1.26
C2 1.38 -0.31 -2.82
C3 2.10 -0.76 -3.92
C4 2.43 0.08 -4.98
C5 2.09 1.42 -4.94
C6 1.33 1.89 -3.88
C7 0.96 1.04 -2.82
P1 -0.30 1.60 -1.60
C8 -1.52 2.14 -2.92
C9 -2.07 1.18 -3.75
C10 -2.85 1.53 -4.84
C11 -3.18 2.90 -5.08
C12 -2.63 3.87 -4.24
C13 -1.81 3.47 -3.17
C14 0.28 3.30 -1.08
C15 1.50 3.89 -1.39
C16 1.83 5.14 -0.90
C17 1.02 5.81 0.00
C18 -0.22 5.23 0.30
C19 -0.59 4.02 -0.22
C20 2.89 -0.96 -0.40
C21 4.08 -1.25 -1.05
C22 5.30 -0.69 -0.67
C23 5.37 0.20 0.37
C24 4.19 0.55 1.02
C25 3.01 -0.11 0.74
P2 1.53 -0.09 1.80
C26 1.86 -1.57 2.79
C27 0.99 -1.88 3.88
C28 1.26 -2.96 4.70
C29 2.37 -3.75 4.46
C30 3.20 -3.50 3.40
C31 2.94 -2.41 2.58
C32 2.01 1.20 3.03
C33 1.24 2.41 3.03
C34 1.54 3.42 3.99
C35 2.54 3.20 4.93
C36 3.27 2.03 4.94
C37 3.03 1.04 4.02
H1 2.80 -3.28 -2.17
H2 1.27 -3.33 -3.02
H3 1.43 -3.98 -1.40
H4 2.49 -1.75 -3.93
H5 3.00 -0.31 -5.81
H6 2.40 2.09 -5.72
H7 1.02 2.91 -3.94
H8 -1.86 0.14 -3.54
H9 -3.28 0.80 -5.45
H10 -3.83 3.17 -5.90
H11 -2.83 4.93 -4.34
H12 -1.35 4.26 -2.58
H13 2.23 3.41 -2.03
H14 2.83 5.53 -1.05
H15 1.32 6.78 0.33
H16 -0.94 5.69 0.95
H17 -1.49 3.48 0.06
H18 4.10 -1.94 -1.90
H19 6.17 -0.99 -1.30
H20 6.30 0.72 0.60
H21 4.24 1.25 1.88
H22 0.19 -1.21 4.06
H23 0.56 -3.19 5.51
H24 2.56 -4.54 5.18
H25 4.05 -4.14 3.34
H26 3.64 -2.26 1.75
H27 0.40 2.46 2.38
H28 0.95 4.35 4.01
H29 2.78 3.95 5.68
H30 4.11 1.93 5.67
H31 3.58 0.12 4.04
C38 -4.90 1.83 -0.76
C39 -3.65 1.15 -0.15
S1 -3.17 -0.35 -0.95
C40 -3.17 1.64 1.02
C41 -3.76 2.89 1.67
S2 -1.83 1.05 2.01
H32 -5.28 1.21 -1.58
H33 -4.69 2.83 -1.14
H34 -5.66 1.91 0.02
H35 -4.55 3.43 1.13
H36 -2.94 3.57 1.93
H37 -4.11 2.56 2.64
C42 -1.36 -3.81 -2.39
N1 -1.88 -3.61 -1.01
C43 -3.40 -3.52 -1.01
C44 -1.30 -4.53 0.05
C45 -1.91 -4.11 1.36
C46 -2.77 -5.01 2.01
C47 -3.54 -4.53 3.08
C48 -3.47 -3.18 3.38
C49 -2.57 -2.32 2.76
C50 -1.75 -2.76 1.70
H38 -0.84 -2.91 -2.71
H39 -2.23 -4.01 -3.03
H40 -0.61 -4.57 -2.41
H41 -1.52 -2.70 -0.71
H42 -3.85 -4.34 -1.57
H43 -3.71 -2.59 -1.46
H44 -3.75 -3.49 0.00
H45 -0.23 -4.33 0.01
H46 -1.45 -5.58 -0.22
H47 -2.90 -6.03 1.65
H48 -4.21 -5.23 3.56
H49 -4.11 -2.79 4.19
H50 -2.49 -1.25 3.03

Properties
- Relative energy (zero: lowest compared OMol25 entry of this formula, charge and spin): 0.0 kcal per mole
- HOMO level: 0.085 eV
- Kohn-Sham gap: 4.23 eV
- Charge: -2
- E_tot: -3905.518397 Ha

Atom charges from the Mulliken analysis, given in e for atoms 1 to 5:
1 Ag -0.597
2 C -1.526
3 Si 1.449
4 C 0.211
5 C -0.933